{"formula": "C38H75N5O13", "method": "ωB97M-V/def2-TZVPD", "s2": 0.755, "spin_multiplicity": 2, "homo_energy_ha": [-0.397, -0.397], "total_charge": 1, "lumo_ev": [-2.466, -6.676], "homo_lumo_gap_ev": [8.35, 4.14], "species": ["O", "C", "N", "C", "H", "H", "H", "H", "H", "O", "C", "N", "C", "H", "H", "H", "H", "H", "O", "C", "N", "C", "H", "H", "H", "H", "H", "C", "C", "N", "C", "C", "C", "C", "H", "H", "H", "H", "H", "H", "H", "H", "H", "H", "H", "H", "H", "H", "H", "C", "C", "N", "C", "C", "C", "C", "H", "H", "H", "H", "H", "H", "H", "H", "H", "H", "H", "H", "H", "H", "H", "O", "C", "O", "C", "C", "C", "H", "H", "H", "H", "H", "H", "O", "C", "O", "C", "C", "C", "H", "H", "H", "H", "H", "H", "O", "C", "O", "C", "C", "C", "H", "H", "H", "H", "H", "H", "O", "C", "O", "C", "C", "C", "H", "H", "H", "H", "H", "H", "O", "C", "O", "C", "C", "C", "H", "H", "H", "H", "H", "H"], "xyz": [[3.2312, -0.4146, 6.6668], [3.8888, -0.9894, 5.8152], [5.1746, -0.9469, 5.8587], [3.1527, -1.7284, 4.6915], [5.6688, -0.2267, 6.3658], [5.5303, -1.1956, 4.9467], [4.0066, -2.1801, 4.1865], [2.5971, -1.0846, 4.0097], [2.4615, -2.4915, 5.0492], [2.6978, -1.1218, -3.3169], [3.2248, -0.1624, -3.7538], [4.3348, -0.2978, -4.4586], [2.7444, 1.3000, -3.5138], [5.0773, 0.3643, -4.6327], [4.3773, -1.2977, -4.5946], [3.4929, 1.9473, -3.0568], [1.7644, 1.4006, -3.0473], [2.4906, 1.6223, -4.5236], [4.8666, -4.4869, -1.9138], [3.9256, -4.9328, -2.5091], [3.7759, -6.3277, -2.5919], [2.8347, -4.0381, -3.1250], [4.4856, -6.8232, -2.0714], [2.8829, -6.6471, -2.9393], [1.8982, -4.5847, -3.2361], [3.1388, -3.6555, -4.0994], [2.7071, -3.3587, -2.2823], [-1.3373, 2.8794, 2.6064], [-2.0027, 2.8152, 1.1926], [-3.3035, 3.5172, 1.1932], [-3.7331, 4.0807, -0.1099], [-4.6079, 5.2985, -0.0870], [-4.3613, 3.0470, 2.1466], [-4.7161, 1.5912, 1.9431], [-1.9733, 2.7554, 3.4829], [-0.8333, 3.8409, 2.7047], [-0.5861, 2.0957, 2.5086], [-1.3557, 3.0912, 0.3599], [-2.1833, 1.7736, 0.9271], [-4.1067, 3.3314, -0.8079], [-2.8310, 4.4688, -0.5829], [-4.8001, 5.8108, -1.0297], [-4.2519, 5.9948, 0.6722], [-5.5822, 4.8925, 0.1852], [-4.0584, 3.0189, 3.1933], [-5.1119, 3.8373, 2.1539], [-5.2277, 1.3105, 1.0225], [-3.8144, 0.9810, 1.9955], [-5.4116, 1.2885, 2.7259], [-1.2652, 2.6660, -4.1508], [-1.9944, 2.0381, -2.9664], [-3.2302, 1.4345, -3.3824], [-4.0409, 2.3500, -4.2088], [-5.3270, 1.7943, -4.6599], [-4.0091, 0.8165, -2.2305], [-3.5770, -0.5322, -1.6945], [-1.8097, 3.5535, -4.4733], [-1.0707, 1.9721, -4.9686], [-0.3194, 3.0364, -3.7555], [-1.3684, 1.2321, -2.5837], [-2.1105, 2.6754, -2.0898], [-4.1367, 3.4159, -4.0023], [-3.4791, 2.4423, -5.1383], [-5.4427, 0.7203, -4.8057], [-6.1071, 2.0817, -3.9549], [-5.6582, 2.2543, -5.5910], [-4.9533, 0.5340, -2.6961], [-4.2734, 1.4329, -1.3712], [-3.3728, -1.2247, -2.5111], [-4.3835, -0.9992, -1.1292], [-2.7282, -0.4857, -1.0122], [-0.0976, -3.8875, 0.1154], [0.2231, -2.7712, 0.3946], [0.3051, -2.2159, 1.6328], [0.8170, -0.8711, 1.5785], [0.6994, -0.4723, 0.1564], [0.4738, -1.7857, -0.7229], [1.8491, -0.9656, 1.9161], [0.3651, -0.2307, 2.3360], [1.4743, 0.2313, -0.1476], [-0.1831, 0.1629, 0.0795], [1.3393, -2.0355, -1.3366], [-0.4033, -1.6774, -1.3610], [1.5965, 1.7006, 3.9424], [0.7079, 1.4845, 4.7528], [-0.2575, 0.5300, 4.5782], [-1.0575, 0.4224, 5.7520], [-0.3566, 1.1787, 6.8796], [0.5212, 2.1598, 6.1238], [-1.0900, -0.6112, 6.0965], [-2.0633, 0.7897, 5.5477], [0.1722, 0.4987, 7.5474], [-1.2084, 1.6298, 7.3886], [1.3886, 2.5470, 6.6585], [-0.2328, 2.8977, 5.8497], [1.0896, 2.8551, -1.0219], [2.1511, 3.1203, -0.4165], [3.1485, 2.2360, -0.2065], [4.1729, 2.6579, 0.7641], [3.4518, 3.7487, 1.5227], [2.3245, 4.2557, 0.6322], [4.9535, 3.1539, 0.1873], [4.6832, 1.9405, 1.4067], [4.0990, 4.6060, 1.7079], [3.1038, 3.6973, 2.5544], [2.5767, 5.1678, 0.0914], [1.4309, 4.4515, 1.2249], [-0.3921, -4.4574, -5.0687], [-0.2372, -3.2497, -5.2425], [0.1765, -2.6910, -6.4834], [-0.2824, -1.4102, -6.6708], [-0.9958, -1.0297, -5.3050], [-0.5112, -1.9755, -4.3219], [-0.8814, -1.1945, -7.5556], [0.6089, -0.7844, -6.6248], [-2.0847, -1.0162, -5.2578], [-0.6063, -0.0565, -5.0064], [-1.2312, -2.0696, -3.5090], [0.4117, -1.6724, -3.8274], [1.7556, -8.0152, 4.9035], [1.6345, -6.9647, 4.2068], [1.1980, -5.7712, 4.6464], [1.2986, -4.7874, 3.6271], [1.3027, -5.5295, 2.2656], [1.8582, -6.8621, 2.6850], [2.2553, -4.2743, 3.7250], [0.4636, -4.0901, 3.6947], [1.8796, -4.9641, 1.5338], [0.3111, -5.6447, 1.8279], [2.9252, -7.0295, 2.5382], [1.3902, -7.6312, 2.0705]], "forces_ev_per_angstrom": [[-0.8, 0.4, 0.6], [-5.5, 1.1, 1.2], [3.8, -0.7, -2.1], [1.7, -0.3, 0.1], [-0.3, -0.2, 0.2], [1.0, 0.0, 0.3], [-0.6, -0.6, -0.8], [0.3, 0.3, 0.3], [0.3, 0.1, 0.3], [-2.6, -2.7, 1.1], [0.3, 4.8, 1.2], [0.9, -0.8, -1.1], [-0.6, -0.9, -1.1], [-0.4, -0.2, -0.1], [1.4, 0.0, -0.4], [-0.1, -0.1, -0.1], [0.4, -0.5, 0.7], [0.5, 0.6, -0.2], [1.0, 0.9, 0.4], [-0.9, -2.0, -0.6], [-0.3, 2.5, -0.4], [0.3, -1.5, 1.1], [-0.5, -0.5, -0.2], [0.5, -0.7, 0.3], [0.0, -0.1, -0.2], [0.0, 0.4, 0.5], [-0.1, 0.7, -0.9], [0.5, 0.2, -1.6], [-0.7, 0.3, 1.3], [-0.5, -1.6, -1.0], [2.0, 1.4, -0.7], [-1.8, -0.6, 1.3], [0.6, 1.1, 0.3], [-0.7, -0.8, -0.8], [-0.1, -0.4, -0.4], [0.1, 0.0, 0.0], [0.1, 0.1, 0.7], [0.0, 0.8, 0.2], [-0.5, -0.4, 0.2], [-0.1, -0.6, 0.4], [0.5, -0.7, 0.1], [0.7, -0.3, -0.1], [-0.2, 0.2, -0.1], [-0.4, 0.7, 0.4], [0.9, 0.6, -0.2], [-0.5, -0.6, -0.5], [0.1, 0.4, -0.3], [-0.1, 0.0, 0.3], [0.2, 0.1, 0.2], [0.3, 0.9, 1.2], [0.7, -1.3, -0.5], [-1.8, -0.1, 1.9], [1.7, -0.9, -1.8], [-2.5, 0.1, 0.1], [-0.6, -0.5, -2.0], [0.8, -0.2, 0.0], [0.1, -0.1, -0.4], [-0.3, 0.1, 0.1], [0.2, -0.1, -0.2], [0.2, -0.2, 0.1], [-0.1, 0.9, 0.0], [-0.1, 0.2, 1.3], [0.4, -0.2, 0.0], [0.6, 0.0, 0.1], [-0.3, -0.2, 0.1], [0.2, 0.1, -0.1], [-0.2, 0.5, 0.1], [0.3, 0.8, 0.0], [0.3, 0.1, 0.0], [-0.2, 0.2, 0.1], [0.3, -0.1, -0.1], [-0.1, -0.6, 1.3], [-0.5, 0.2, -1.7], [-0.5, -0.8, 0.0], [1.3, -1.1, 0.7], [-0.7, 1.1, -1.9], [0.9, 2.4, 1.9], [0.3, 0.1, -0.2], [-0.5, -0.2, -0.3], [0.3, -0.5, -0.2], [-0.4, -0.1, -0.2], [-0.1, -0.1, 0.1], [0.1, -0.2, 0.1], [-1.9, -0.4, 0.7], [2.2, -0.2, 0.3], [0.8, 0.7, -0.3], [0.2, -0.9, 0.8], [-0.6, -0.2, 0.0], [-1.3, -0.6, -0.6], [-0.3, -0.2, -0.7], [0.0, 0.0, -0.1], [0.1, 0.1, -0.1], [0.6, 0.4, 0.6], [-0.1, 0.0, -0.6], [0.5, 1.1, 0.1], [3.4, 0.7, 0.8], [-3.1, -0.8, 2.1], [0.3, -1.1, -0.7], [-0.6, 1.9, -0.4], [0.2, 2.5, 1.1], [0.3, -0.4, -1.1], [0.1, -0.3, -0.2], [-0.9, -0.8, -0.5], [0.6, 0.0, -0.5], [-0.2, -1.6, -0.1], [0.0, 0.1, 0.1], [-0.2, -0.2, -0.5], [0.9, 3.7, -0.5], [-0.7, -1.3, 0.2], [-0.6, -3.2, 0.8], [-0.1, 2.2, 2.5], [-0.1, 2.1, -1.4], [0.8, -2.7, 0.6], [0.1, -0.6, 0.0], [0.0, 0.3, -0.8], [0.0, 0.1, -0.7], [-0.5, 0.3, -0.3], [0.0, -0.8, -0.2], [0.4, -0.2, -0.3], [-0.4, 4.6, -2.3], [-0.3, -4.2, 0.9], [0.2, -0.6, 0.7], [-0.2, 0.3, -1.4], [0.0, 0.7, 0.7], [0.4, -0.8, -0.1], [-0.1, 0.2, 0.2], [0.2, 0.0, 0.3], [0.1, -0.2, 0.1], [0.0, 0.1, 0.3], [0.2, 0.4, -0.1], [-0.1, -0.4, 0.7]]}